DFT (ωB97M-V/def2-TZVPD) results for an isolated molecule of C5H12N2 at a distorted geometry.

Cartesian coordinates (Å):
N (1.3913, 1.7475, 0.1242)
N (1.0858, 0.4467, 0.0716)
C (2.3257, -0.2852, -0.1223)
C (-0.0142, -0.1966, 0.2253)
C (-1.1402, 0.4786, 0.7380)
C (-2.1598, 0.8116, -0.4018)
C (-0.0836, -1.6578, -0.1476)
H (2.9563, 0.1660, -0.9136)
H (0.6058, 2.2650, 0.2473)
H (-0.8275, 1.4875, 1.0243)
H (-1.0778, -1.9430, 0.2360)
H (-2.8816, -0.0387, -0.6453)
H (-1.4819, -0.2083, 1.5500)
H (-2.7128, 1.5809, -0.0228)
H (2.1003, -1.3725, -0.3158)
H (0.6606, -2.3905, 0.2441)
H (2.9527, -0.1734, 0.7186)
H (-1.5840, 1.0410, -1.3137)
H (-0.1150, -1.7588, -1.2963)

Cartesian forces, eV/Å:
2.7 -2.0 -0.2
2.2 1.5 -0.4
0.3 -1.6 -1.9
2.3 -2.1 -0.6
-2.0 0.7 -0.3
0.5 -3.6 -0.4
-1.1 -0.4 -1.0
-0.9 -0.3 0.0
-3.1 1.8 0.4
-0.1 -0.5 1.0
0.3 -0.4 -0.4
1.1 1.0 0.3
-0.5 1.2 -0.3
-1.7 2.3 0.3
0.7 1.5 0.1
-0.6 0.8 -0.1
0.3 0.0 1.4
-0.4 0.3 0.4
0.0 0.0 1.6

Values from the calculation:
gap between HOMO and LUMO	8.046	eV
spin multiplicity	1

DFT (ωB97M-V/def2-TZVPD) results for a cluster of 2 separate species, C5H12N2 in total at a distorted geometry.

Cartesian coordinates (Å):
N (1.1446, 1.0613, -0.2880)
N (-0.0668, 1.3201, -0.4851)
C (1.6509, -0.1871, -0.0233)
C (-2.6198, -0.1275, 0.4023)
C (-3.7000, 0.5680, 0.2514)
C (3.0582, -0.3730, -0.0259)
C (0.5781, -1.3071, -0.0076)
H (-2.5846, -1.0806, 0.9439)
H (3.1683, -1.4575, -0.2834)
H (-3.7170, 1.3815, -0.4108)
H (0.8778, -2.3341, 0.2916)
H (-0.0604, -0.9206, 0.7227)
H (-4.7278, 0.3831, 0.6505)
H (-0.0061, -1.2445, -0.8691)
H (1.8844, 1.8423, -0.3237)
H (3.3292, 0.2329, -0.8653)
H (-1.5420, 0.0513, -0.0136)
H (-0.2896, 2.2938, -0.5419)
H (3.6226, -0.1024, 0.8754)

Cartesian forces, eV/Å:
4.9 -1.7 1.0
-2.9 -0.3 -0.4
-4.5 1.7 -0.4
3.6 -2.2 0.0
-2.4 0.3 0.1
1.4 -1.4 -0.4
2.6 0.9 1.2
-0.5 0.3 0.3
0.7 1.0 0.3
0.2 1.4 -0.7
0.2 0.9 -0.5
-1.4 0.1 1.5
1.2 -0.4 0.0
-0.8 -0.3 -1.8
-1.1 -1.4 0.1
1.5 0.1 -0.5
-2.8 0.5 0.4
0.5 0.6 -0.1
-0.1 -0.2 -0.1

Values from the calculation:
gap between HOMO and LUMO	7.969	eV
spin multiplicity	1

DFT (ωB97M-V/def2-TZVPD) results for a structure of composition C5H12N2 at a distorted geometry.

Cartesian coordinates (Å):
N (1.7252, -2.3690, -0.1471)
N (0.7488, -0.3677, -0.0869)
C (-0.7270, -0.2700, -0.2408)
C (1.4476, 0.8836, 0.2367)
C (-1.4178, 0.2596, 1.0176)
C (1.2687, -1.5640, 0.6862)
C (-1.1074, 0.5457, -1.4757)
H (1.3400, -1.4825, 1.7711)
H (1.1547, 1.6788, -0.4470)
H (-1.0428, -1.3049, -0.4041)
H (-1.1400, -0.3226, 1.8966)
H (1.2935, -1.3617, -0.9437)
H (-1.1681, 1.3057, 1.1993)
H (2.5182, 0.7078, 0.1393)
H (-2.4999, 0.1883, 0.9009)
H (-0.8891, 1.6062, -1.3425)
H (1.2440, 1.2173, 1.2570)
H (-0.5704, 0.1944, -2.3570)
H (-2.1783, 0.4549, -1.6597)

Cartesian forces, eV/Å:
-0.4 0.5 -0.9
-0.4 0.7 0.5
0.1 0.0 0.4
-0.2 -0.1 0.1
0.0 -0.1 -0.2
0.0 1.3 -0.8
0.2 -0.1 0.1
-0.2 -0.3 0.0
0.0 -0.1 0.0
0.0 0.0 0.0
0.0 0.0 0.0
1.0 -2.0 0.7
0.0 0.0 0.0
0.0 0.0 0.0
0.0 0.0 0.0
0.0 0.0 0.0
0.0 0.0 0.0
0.0 0.0 0.0
0.0 0.0 0.0

Values from the calculation:
gap between HOMO and LUMO	9.221	eV
spin multiplicity	1

DFT (ωB97M-V/def2-TZVPD) results for an isolated molecule of C5H12N2 at a distorted geometry.

Cartesian coordinates (Å):
N (-0.5314, 1.5189, -2.0365)
N (-0.5740, -1.8165, 0.5826)
C (0.3373, 0.6781, -1.1086)
C (0.4301, -0.5245, 2.4783)
C (-0.1845, 0.6144, 0.3059)
C (0.3595, -0.7110, 0.8939)
C (-0.3585, 1.1947, -3.2591)
H (-0.5802, -2.4963, 1.3260)
H (1.2317, -0.9859, 3.0527)
H (-0.5464, -0.7771, 2.8916)
H (1.3564, -1.0421, 0.6146)
H (-0.9635, 1.8171, -3.9236)
H (-1.2720, 0.6087, 0.3891)
H (1.2821, 1.2261, -1.1783)
H (0.5714, 0.5540, 2.6351)
H (0.4262, -0.3283, -1.5186)
H (-1.5103, -1.4362, 0.4994)
H (0.1419, 1.4369, 0.9131)
H (0.3841, 0.4688, -3.5577)

Cartesian forces, eV/Å:
0.8 -1.7 0.0
0.2 0.5 -0.7
-1.0 1.8 -1.3
-0.2 1.2 -0.9
1.0 -1.4 -0.3
-1.0 -0.4 3.1
-1.0 1.8 1.4
0.0 -0.2 0.1
0.0 -0.5 -0.4
0.1 -0.1 0.2
0.1 0.5 -0.7
0.4 -0.6 -0.6
-0.1 -0.1 -0.3
0.2 -0.5 0.4
0.0 -0.2 0.3
0.1 0.0 0.0
0.0 -0.2 0.1
0.3 0.5 0.1
0.0 -0.4 -0.5

Values from the calculation:
gap between HOMO and LUMO	10.337	eV
spin multiplicity	1
structure (SMILES)	C=NCC[C@@H](C)N

DFT (ωB97M-V/def2-TZVPD) results for a cluster of 2 separate species, C5H12N2 in total.

Cartesian coordinates (Å):
N (-0.8916, -0.0805, -0.1778)
N (2.8151, -0.3997, -0.2107)
C (0.6012, -0.6047, -0.6582)
C (0.6916, 0.2926, 0.4097)
C (-1.5803, 0.8851, -1.0179)
C (0.8842, 1.1183, 1.4026)
C (-1.7284, -0.9983, 0.5771)
H (-2.3350, -1.6180, -0.0936)
H (0.0399, 1.5974, 1.8900)
H (-1.0970, -1.6488, 1.1821)
H (0.7034, -1.6660, -0.4814)
H (-2.3953, -0.4480, 1.2468)
H (3.4748, 0.1715, -0.7376)
H (-2.1779, 0.3808, -1.7863)
H (-2.2409, 1.5158, -0.4163)
H (3.3773, -1.0695, 0.3134)
H (-0.8474, 1.5265, -1.5070)
H (0.8131, -0.2699, -1.6637)
H (1.8933, 1.3153, 1.7289)

Cartesian forces, eV/Å:
0.8 0.0 0.0
0.0 0.0 0.0
-0.5 0.0 0.0
-0.6 0.1 0.0
0.1 -0.1 0.0
0.0 0.0 0.0
0.1 0.0 -0.1
0.0 0.1 0.0
0.1 -0.1 -0.1
0.0 0.0 0.0
0.0 0.0 0.0
0.0 0.0 0.0
0.1 -0.1 0.0
0.0 0.0 0.1
0.0 0.0 0.0
0.1 0.1 -0.1
0.0 0.0 0.0
0.0 0.0 0.0
0.0 0.0 0.0

Values from the calculation:
gap between HOMO and LUMO	6.651	eV
spin multiplicity	1

DFT (ωB97M-V/def2-TZVPD) results for an isolated molecule of C5H12N2 at a distorted geometry.

Cartesian coordinates (Å):
N (-1.1920, -0.3311, -0.1339)
N (1.8350, -0.4424, 0.6038)
C (1.5765, 1.9046, 0.0517)
C (-0.5399, -0.3517, -1.5074)
C (-1.4531, -1.6729, 0.3589)
C (1.0240, 0.5618, 0.4660)
C (-0.4584, 0.4941, 0.8341)
H (2.3890, 1.7666, -0.6664)
H (-0.1900, 0.6078, -1.8995)
H (0.7993, 2.5158, -0.4132)
H (1.9553, 2.4202, 0.9379)
H (-0.8774, 1.5051, 0.8181)
H (0.2638, -1.0914, -1.5598)
H (-1.3102, -0.6527, -2.2249)
H (-0.5377, -2.1684, 0.7065)
H (-2.1626, -1.6325, 1.1938)
H (-1.9097, -2.2986, -0.4159)
H (1.3352, -1.2503, 0.9898)
H (-0.5470, 0.1162, 1.8603)

Cartesian forces, eV/Å:
0.4 0.3 -1.2
-1.2 1.3 -0.3
-0.1 -0.4 -0.5
-1.2 -0.6 0.6
-0.1 0.0 -0.1
1.3 -1.1 1.3
0.4 0.2 -0.5
0.0 0.1 0.2
0.0 0.1 0.7
0.1 0.0 0.1
0.0 0.0 -0.1
0.0 0.0 0.1
0.2 0.2 0.0
0.0 -0.1 0.2
0.0 -0.2 0.0
0.2 0.1 -0.1
0.1 0.2 0.0
0.1 0.2 -0.1
-0.2 -0.1 -0.3

Values from the calculation:
gap between HOMO and LUMO	9.448	eV
spin multiplicity	1
structure (SMILES)	[H]/N=C(/C)CN(C)C

DFT (ωB97M-V/def2-TZVPD) results for an isolated molecule of C5H12N2 at a distorted geometry.

Cartesian coordinates (Å):
N (-0.8422, 3.1525, -0.9520)
N (-0.0372, 1.0685, -0.7121)
C (-0.9265, -0.9180, 0.6615)
C (1.7310, -1.3547, 0.7515)
C (-0.6308, -0.1405, -0.6933)
C (0.3121, -1.2687, 1.5129)
C (-0.5292, 2.0044, -1.5260)
H (0.0688, 1.6691, 0.1514)
H (1.9074, -2.1591, -0.0401)
H (-0.1942, -0.8805, -1.4780)
H (-1.2810, -1.7915, 0.0579)
H (-1.6125, -0.2465, 1.1813)
H (0.3687, -0.5207, 2.2955)
H (0.0379, -2.1866, 2.2561)
H (2.2665, -0.4998, 0.4679)
H (-1.4383, 0.0503, -1.2572)
H (2.4695, -1.4981, 1.6288)
H (-1.0317, 3.7962, -1.6895)
H (-0.6381, 1.7238, -2.6164)

Cartesian forces, eV/Å:
1.0 -2.3 -1.7
3.4 4.4 2.6
1.2 0.5 -3.1
0.3 -2.6 2.8
1.5 -5.2 0.0
0.0 -1.0 0.5
-1.1 3.0 -0.4
0.1 -1.8 -0.5
-0.6 1.0 1.3
0.6 0.7 1.5
-0.7 0.1 1.8
-0.5 -0.9 0.2
0.5 0.6 -0.1
1.0 1.5 -2.3
-0.6 2.0 -1.2
-4.4 -0.3 -1.0
-1.0 -1.0 -1.1
-0.5 0.9 -0.5
0.0 0.5 1.1

Values from the calculation:
gap between HOMO and LUMO	9.776	eV
spin multiplicity	1
structure (SMILES)	[H]/N=C/NCCCC

DFT (ωB97M-V/def2-TZVPD) results for an isolated molecule of C5H12N2 at a distorted geometry.

Cartesian coordinates (Å):
N (-0.2771, 1.1335, 0.4831)
N (-2.5749, 1.8709, 0.4466)
C (1.9703, -0.9882, 0.7643)
C (-0.1141, -1.1005, -0.6001)
C (-1.2301, 1.8846, 0.8065)
C (1.3908, -1.6432, -0.4913)
C (-0.1818, 0.4045, -0.8049)
H (1.3365, -2.7385, -0.3565)
H (-0.9701, 2.7114, 1.5032)
H (-0.7241, -1.6478, -1.3221)
H (2.0991, 0.0883, 0.6100)
H (-1.1863, 0.6145, -1.2214)
H (-2.7315, 1.3993, -0.4344)
H (0.5787, 0.8818, -1.4365)
H (-0.5300, -1.3098, 0.3851)
H (1.3956, -1.1569, 1.6700)
H (1.8850, -1.5730, -1.4566)
H (-3.0161, 2.7750, 0.5089)
H (2.8802, -1.6060, 0.9460)

Cartesian forces, eV/Å:
2.0 0.4 -0.8
0.6 -0.1 -0.6
1.6 -1.2 -0.8
1.8 -0.8 0.1
0.0 0.7 0.8
-3.1 -0.4 0.4
-2.9 0.5 1.1
-0.1 0.3 0.2
-0.5 -0.7 0.2
0.2 0.1 -0.2
0.4 -0.3 0.3
0.6 -0.3 -1.0
-0.4 0.1 0.1
0.0 -0.4 0.3
-0.3 0.0 0.0
-0.6 0.1 -0.2
0.5 0.8 0.2
-0.1 0.0 -0.1
0.1 1.2 0.1

Values from the calculation:
gap between HOMO and LUMO	9.561	eV
spin multiplicity	1
structure (SMILES)	CCCC/N=C\N

DFT (ωB97M-V/def2-TZVPD) results for a cluster of 2 separate species, C5H12N2 in total at a distorted geometry.

Cartesian coordinates (Å):
N (-0.5151, 1.7362, -1.0882)
N (-0.4156, -1.7075, -0.9059)
C (-0.3332, -0.8016, 1.3011)
C (1.6200, -0.4158, -0.3153)
C (-0.7337, 0.9815, -2.1154)
C (-0.3824, 0.5015, 2.0820)
C (0.1497, -0.7650, -0.2534)
H (1.8602, -0.0983, -1.3303)
H (2.2303, -1.2696, -0.0224)
H (-1.7255, 0.6509, -2.4368)
H (0.5246, 1.0891, 1.9484)
H (-1.2886, -1.3185, 1.3710)
H (-1.2580, 1.0768, 1.7907)
H (-0.2059, -1.6969, -1.9033)
H (-0.4903, 0.2915, 3.1470)
H (-0.0194, 1.0607, -2.9304)
H (0.4074, -1.4614, 1.7570)
H (1.8625, 0.4284, 0.3252)
H (-1.2871, 1.7180, -0.4207)

Cartesian forces, eV/Å:
0.0 -1.4 -1.2
-1.3 1.8 -0.9
0.5 0.3 -1.4
-0.4 1.5 -1.2
-0.7 3.3 0.4
0.0 -0.2 -0.1
0.4 -3.7 4.2
0.4 -0.2 -0.1
-0.3 -0.1 -0.1
0.1 -0.7 0.6
-0.1 0.2 0.0
0.0 0.0 -0.3
0.0 0.3 0.0
0.9 -0.5 0.0
0.0 0.0 0.0
0.5 -0.5 0.1
0.1 -0.1 0.0
0.0 0.0 0.1
-0.2 0.0 -0.2

Values from the calculation:
gap between HOMO and LUMO	9.882	eV
spin multiplicity	1
structure (SMILES)	[H]/N=C(\C)CC.C=N

DFT (ωB97M-V/def2-TZVPD) results for an isolated molecule of C5H12N2 at a distorted geometry.

Cartesian coordinates (Å):
N (0.0497, -0.4512, 2.3066)
N (-1.1461, -0.0215, -1.0669)
C (1.0560, 0.1348, 0.0884)
C (0.0714, -0.6451, -0.7314)
C (-1.1882, 1.4410, -1.1377)
C (0.2865, -1.9293, -1.0448)
C (0.6593, 0.5640, 1.4960)
H (-1.0919, 1.8587, -0.1469)
H (-0.2146, -2.4380, -1.8554)
H (1.3827, 0.9592, -0.5580)
H (1.5652, 0.8762, 2.0414)
H (-2.1252, 1.7067, -1.6147)
H (0.5177, -1.3411, 2.3708)
H (0.1388, 1.5255, 1.5538)
H (-0.4332, 1.7981, -1.8440)
H (-0.9484, -0.5679, 2.2689)
H (-1.5320, -0.5074, -1.8645)
H (1.0032, -2.4911, -0.4691)
H (1.9489, -0.4715, 0.2075)

Cartesian forces, eV/Å:
-0.5 0.1 0.8
0.9 0.1 0.0
0.2 -0.1 -0.2
-0.8 -0.4 0.6
0.0 -0.9 -1.3
0.4 0.1 -0.1
0.7 0.7 0.7
0.0 0.3 0.0
-0.5 -0.1 0.2
0.0 0.2 0.4
0.2 -0.3 -0.4
-0.3 0.2 0.4
0.1 0.1 -0.3
-0.7 -0.5 -0.2
0.3 0.4 0.3
0.0 0.0 -0.4
-0.4 0.2 0.0
0.5 0.0 -0.4
0.1 -0.3 -0.2

Values from the calculation:
gap between HOMO and LUMO	8.879	eV
spin multiplicity	1
structure (SMILES)	C=C(CCN)NC

DFT (ωB97M-V/def2-TZVPD) results for the ion C5H12N2 with charge +1 at a distorted geometry.

Cartesian coordinates (Å):
N (2.7315, -1.4893, 0.8149)
N (-2.4046, 0.6942, -0.4558)
C (-3.2847, 0.0579, -1.3062)
C (-0.0458, 0.8802, -0.0488)
C (1.0906, 0.4077, 0.8299)
C (2.2701, -0.2486, 0.0759)
C (-1.1919, 0.1751, -0.1108)
H (3.1126, 0.4342, -0.0075)
H (-3.0828, -0.9716, -1.5243)
H (-0.0282, 1.9266, -0.3177)
H (-4.1967, 0.5446, -1.5928)
H (0.7300, -0.3015, 1.5716)
H (3.4735, -2.0170, 0.3554)
H (-2.4194, 1.7056, -0.4846)
H (1.9066, -2.0846, 0.9304)
H (3.0009, -1.2813, 1.7806)
H (-1.1792, -0.9047, 0.0168)
H (1.9988, -0.5998, -0.9172)
H (1.4955, 1.2584, 1.3769)

Cartesian forces, eV/Å:
-0.6 0.1 0.6
0.0 0.4 -0.7
0.1 -0.1 0.2
-0.1 0.0 1.0
0.5 -0.2 -0.7
0.0 0.2 -0.2
0.4 -0.1 -0.4
0.1 -0.2 0.0
-0.1 -0.2 -0.1
-0.1 0.1 -0.1
-0.1 0.1 0.1
-0.2 -0.1 0.2
0.0 0.1 0.0
-0.1 0.0 0.1
0.2 -0.2 -0.2
0.3 0.2 -0.2
-0.2 0.0 0.4
-0.1 0.1 0.0
-0.1 0.0 0.2

Values from the calculation:
gap between HOMO and LUMO (alpha / beta)	5.762 / 8.395	eV
charge	+1
expectation value of S²	0.7606
spin multiplicity	2

DFT (ωB97M-V/def2-TZVPD) results for a cluster of 2 separate species, C5H12N2 in total at a distorted geometry.

Cartesian coordinates (Å):
N (-0.1371, 0.2828, 0.2876)
N (0.8335, -1.1873, -1.4264)
C (0.8085, -1.9728, -2.3889)
C (-1.1281, -0.5198, 1.0894)
C (0.7092, -0.6845, -0.3210)
C (0.6572, 1.1789, 1.1808)
C (-0.7395, 1.4021, -0.5809)
H (1.6642, -1.8788, -3.0757)
H (0.8363, 0.4135, 1.9928)
H (1.6163, 1.5414, 0.6695)
H (-0.8630, 0.9886, -1.6785)
H (-0.1010, 2.2241, -0.7517)
H (-0.0020, -2.8151, -2.3745)
H (-2.0011, -0.0479, 1.0037)
H (-1.2206, -1.4777, 0.6477)
H (1.2741, -0.7133, 1.9716)
H (-0.7449, -0.5922, 2.2053)
H (-1.5764, 1.8033, -0.1608)
H (0.1143, 2.0547, 1.7099)

Cartesian forces, eV/Å:
0.2 2.5 -0.7
-1.2 1.7 2.4
-0.1 -2.5 -1.3
3.3 -1.2 2.5
0.9 -0.7 1.3
1.3 1.1 1.2
0.9 -2.6 -5.0
-0.8 -0.3 -0.3
1.0 0.3 0.6
-1.4 -0.7 0.9
-0.5 0.6 2.3
1.4 0.7 0.3
1.6 1.5 -0.4
-3.6 2.0 0.1
-0.1 -1.1 -0.2
0.2 -0.2 -1.2
-1.0 0.0 -2.4
-2.6 0.4 1.2
0.4 -1.6 -1.2

Values from the calculation:
gap between HOMO and LUMO (alpha / beta)	7.050 / 9.118	eV
charge	+2
spin multiplicity	1

Short version: energy relative to the best compared isomer or geometry (same formula, charge and spin) = 82.8 109.9 71.3 41.6 149.4 34.7 77.6 35.1 65.1 35.5 41.5 215.3 kcal/mol, in the order given.